DFT (wB97M-V/def2-TZVPD) results for a gas-phase ion, C6H9O2 (charge -1).

SMILES: C/C=C/CCC(=O)[O-]
Net charge: -1
Spin multiplicity: 1
HOMO (hartree): -0.142
LUMO (eV): 3.62

XYZ file:
```
17
C6H9O2 wB97M-V/def2-TZVPD
C 1.03 2.69 -0.11
C -0.16 1.77 -0.31
C -0.09 0.52 0.15
C -1.00 -0.61 -0.31
C -0.26 -1.93 -0.40
C -0.07 -2.59 1.02
O 0.57 -1.89 1.85
O -0.54 -3.73 1.14
H 1.96 2.29 -0.50
H 1.14 2.98 0.94
H 0.96 3.65 -0.64
H -0.94 2.11 -0.98
H 0.76 0.22 0.75
H -1.42 -0.35 -1.29
H -1.83 -0.59 0.40
H -0.86 -2.70 -0.89
H 0.74 -1.84 -0.81
```

DFT (wB97M-V/def2-TZVPD) results for ClH2O2PS2 in the gas phase.

SMILES: OP(O)(=S)SCl
Spin multiplicity: 1
HOMO (hartree): -0.339
LUMO (eV): -0.21

XYZ file:
```
8
ClH2O2PS2 wB97M-V/def2-TZVPD
O -1.13 0.92 -0.24
P -0.31 -0.41 0.14
O -0.43 -0.38 1.72
S -0.62 -2.16 -0.64
S 1.81 0.37 -0.01
Cl 1.81 0.51 -1.95
H -1.46 1.11 -1.14
H 0.33 0.05 2.13
```

DFT (wB97M-V/def2-TZVPD) results for a gas-phase ion, C6H13N4O (charge +1).

SMILES: CCCCOn1cnc(N)[nH+]1
Net charge: +1
Spin multiplicity: 1
HOMO (hartree): -0.518
LUMO (eV): -3.51

XYZ file:
```
24
C6H13N4O wB97M-V/def2-TZVPD
C 2.41 -0.50 0.22
C 2.20 0.92 -0.43
C 1.39 1.89 0.48
C -0.15 1.84 0.28
O -0.57 1.12 -0.93
N -1.50 0.19 -0.59
C -2.79 0.27 -0.38
N -3.22 -0.98 -0.03
C -2.13 -1.76 -0.05
N -1.99 -3.07 0.17
N -1.03 -1.04 -0.42
H 2.24 -1.24 -0.61
H 1.67 -0.72 1.01
H 3.45 -0.66 0.54
H 3.22 1.35 -0.52
H 1.82 0.86 -1.47
H 1.76 2.92 0.29
H 1.60 1.68 1.55
H -0.66 1.39 1.16
H -0.52 2.89 0.23
H -3.38 1.18 -0.47
H -1.33 -3.58 -0.41
H -2.43 -3.60 0.92
H -0.06 -1.35 -0.54
```

DFT (wB97M-V/def2-TZVPD) results for 2 unconnected molecules or ions with the total composition C3H9NO.

Net charge: -1
Spin multiplicity: 2
⟨S²⟩: 0.75
HOMO (alpha / beta) (hartree): 0.043 / -0.219
LUMO (alpha / beta) (eV): 3.81 / 3.71

XYZ file:
```
14
C3H9NO wB97M-V/def2-TZVPD
N 1.17 -2.17 0.05
C -0.08 -1.46 0.29
C -0.08 0.81 1.33
C -0.03 -0.53 1.44
H 1.07 -3.16 0.01
H 1.87 -1.78 0.67
H -0.90 -2.21 0.43
H -0.45 -0.92 -0.59
H -0.10 1.46 2.21
H -0.27 1.38 0.42
H 0.17 -0.86 2.45
H -0.05 3.07 -2.69
H -1.54 3.17 -2.69
O -0.79 3.20 -3.33
```

DFT (wB97M-V/def2-TZVPD) results for 2 unconnected molecules or ions with the total composition C2H7N3O2.

SMILES: C=NNC.O=NO
Spin multiplicity: 1
HOMO (hartree): -0.337
LUMO (eV): 0.77

XYZ file:
```
14
C2H7N3O2 wB97M-V/def2-TZVPD
C 1.65 0.09 -0.78
N 0.77 0.34 0.15
N -0.46 0.75 -0.22
C -0.99 0.77 -1.58
H 2.65 -0.29 -0.57
H 1.37 0.12 -1.84
H -1.10 0.86 0.46
H -1.07 -0.27 -1.77
H -2.09 1.11 -1.58
H -0.33 1.29 -2.26
O 0.04 -2.52 2.49
N -0.34 -1.60 3.19
O -0.37 -0.36 2.64
H 0.26 -0.29 1.68
```

DFT (wB97M-V/def2-TZVPD) results for a molecular structure, C42H38ClCrIN4O3P2S.

Net charge: +1
Spin multiplicity: 2
⟨S²⟩: 0.76
HOMO (alpha / beta) (hartree): -0.365 / -0.369
LUMO (alpha / beta) (eV): -3.89 / -3.52

XYZ file:
```
93
C42H38ClCrIN4O3P2S wB97M-V/def2-TZVPD
Cr -1.26 -0.90 -1.06
C 3.11 4.30 1.43
S 4.16 2.89 1.89
C 3.11 2.02 3.12
C 2.41 0.80 2.54
C 1.75 1.15 1.21
N 0.91 0.11 0.62
P 1.12 -0.47 -1.00
C 2.85 -1.08 -0.94
C 3.64 -0.98 -2.08
C 4.99 -1.29 -2.01
C 5.55 -1.71 -0.82
C 4.75 -1.89 0.29
C 3.40 -1.60 0.22
C 1.36 0.83 -2.28
C 2.29 1.87 -2.24
C 2.44 2.72 -3.32
C 1.69 2.53 -4.47
C 0.80 1.47 -4.54
C 0.62 0.64 -3.45
P -0.66 -0.35 1.17
C -1.55 1.09 1.87
C -1.07 1.94 2.86
C -1.89 2.91 3.40
C -3.21 3.03 2.99
C -3.71 2.16 2.04
C -2.89 1.20 1.49
C -0.46 -1.32 2.70
C -1.56 -1.39 3.55
C -1.51 -2.18 4.69
C -0.37 -2.91 4.97
C 0.73 -2.85 4.13
C 0.67 -2.07 2.99
H 3.78 5.08 1.08
H 2.58 4.65 2.31
H 2.41 4.04 0.64
H 2.39 2.75 3.50
H 3.78 1.74 3.93
H 1.66 0.43 3.25
H 3.14 0.01 2.38
H 2.56 1.37 0.50
H 1.15 2.07 1.33
H 3.21 -0.65 -3.01
H 5.60 -1.19 -2.90
H 6.61 -1.91 -0.76
H 5.18 -2.25 1.22
H 2.77 -1.77 1.08
H 2.92 2.02 -1.37
H 3.15 3.53 -3.26
H 1.82 3.20 -5.31
H 0.25 1.28 -5.45
H -0.08 -0.18 -3.53
H -0.06 1.81 3.24
H -1.51 3.57 4.17
H -3.84 3.78 3.43
H -4.75 2.22 1.74
H -3.30 0.49 0.77
H -2.45 -0.83 3.32
H -2.36 -2.23 5.34
H -0.34 -3.54 5.85
H 1.62 -3.42 4.34
H 1.51 -2.04 2.31
Cl -5.48 3.92 -3.35
C -4.78 2.45 -2.79
C -5.49 1.27 -2.89
C -4.97 0.08 -2.39
I -6.02 -1.72 -2.57
C -3.70 0.03 -1.81
O -3.19 -1.00 -1.24
C -2.93 1.24 -1.81
N -1.68 1.10 -1.30
C -0.98 2.21 -1.13
C -1.42 3.47 -1.50
C -2.66 3.61 -2.08
C -3.48 2.47 -2.24
H -6.46 1.27 -3.35
H 0.00 2.10 -0.68
H -0.77 4.32 -1.35
H -3.03 4.57 -2.40
C -0.67 -6.20 0.09
N -0.97 -5.12 -0.81
C -1.29 -5.30 -2.11
C -1.49 -4.27 -2.97
C -1.33 -2.96 -2.44
O -1.40 -1.85 -3.04
N -1.07 -2.82 -1.13
C -0.86 -3.83 -0.27
O -0.58 -3.64 0.90
H -0.78 -7.16 -0.41
H -1.34 -6.15 0.95
H 0.35 -6.09 0.46
H -1.38 -6.33 -2.44
H -1.74 -4.42 -4.01
```

DFT (wB97M-V/def2-TZVPD) results for a gas-phase ion, C3H11NP (charge +1).

Net charge: +1
Spin multiplicity: 3
⟨S²⟩: 2.01
HOMO (alpha / beta) (hartree): -0.325 / -0.600
LUMO (alpha / beta) (eV): -3.24 / -8.33

XYZ file:
```
16
C3H11NP wB97M-V/def2-TZVPD
C -2.09 0.22 0.79
C 1.81 0.17 0.81
C -0.54 -0.35 -0.97
N -0.85 0.59 0.05
P 1.38 -0.61 -0.76
H -3.12 0.36 0.20
H -1.89 -0.80 1.03
H -2.08 0.67 1.66
H 1.06 0.87 1.01
H 1.76 -0.39 1.69
H 2.82 0.82 0.69
H -0.63 -0.11 -1.96
H -0.89 -1.42 -0.87
H -0.81 1.51 -0.38
H 2.11 -1.83 -1.32
H 1.95 0.30 -1.67
```

For each record above, in turn, the calculated total energy values are -10463.66142; -47610.92465; -14431.43230; -6792.20013; -10747.86447; -134728.29451; -14054.24206 eV.